Arrangement a

C5H14N4 | the ωB97M-V functional and the def2-TZVPD basis

Geometry (Å):
C: -0.26810 -0.77927 2.01819
N: -0.84390 -0.84903 0.69030
C: -1.53940 2.13704 -0.11684
N: -0.40718 1.74360 0.36652
H: -1.72654 -0.35192 0.61536
H: 0.47629 -1.56413 2.17542
H: -1.05341 -0.92104 2.76816
H: 0.19341 0.18344 2.24820
H: -1.98263 1.73315 -1.04131
H: -2.18679 2.77115 0.50735
C: 1.17119 -1.55430 -0.64116
C: 0.00683 -0.56538 -0.52174
N: -0.94492 -0.83245 -1.58343
N: 1.81960 1.24726 -0.12948
C: 0.45189 0.97869 -0.54923
H: -0.52702 -0.64297 -2.49107
H: -1.21509 -1.81138 -1.51190
H: 1.87410 2.26093 -0.03422
H: 1.91091 0.90750 0.82498
H: 0.36760 1.34920 -1.58072
H: 1.73834 -1.38412 -1.56361
H: 0.81970 -2.59347 -0.65014
H: 1.86512 -1.46250 0.20038

Calculated values
- 2S+1 = 1
- net charge = 0
- SMILES = C=N[C@@H](N)[C@](C)(N)NC
- highest occupied orbital energy (hartree) = -0.315

Arrangement b

C5H14N4 | the ωB97M-V functional and the def2-TZVPD basis

Geometry (Å):
C: -0.22589 0.45028 -0.27609
C: 2.01450 1.46505 1.38818
C: -1.19967 -1.39205 -1.85704
C: -2.27680 0.71698 -1.61363
N: 1.49083 0.10436 1.38881
N: -0.98983 0.01941 -1.56179
C: 0.79689 -0.53601 0.17756
N: 0.94227 -0.34502 2.63042
N: 1.09227 -1.74215 -0.10948
H: 0.77677 -1.35604 2.60400
H: 1.62381 -0.20343 3.38005
H: 1.84061 -2.05573 0.51414
H: -0.93149 0.61746 0.54385
H: 0.25321 1.38985 -0.56483
H: 2.75019 1.59616 2.19112
H: 2.51084 1.68252 0.43652
H: 1.21410 2.20061 1.54258
H: -1.69347 -1.92013 -1.03097
H: -0.27292 -1.89594 -2.14163
H: -1.83675 -1.52702 -2.74071
H: -2.97945 0.31368 -0.87043
H: -2.15664 1.79007 -1.42893
H: -2.74336 0.62707 -2.60168

Calculated values
- 2S+1 = 1
- net charge = 0
- SMILES = [H]/N=C(/CN(C)C)N(C)N
- highest occupied orbital energy (hartree) = -0.279

Arrangement c

C5H14N4 | the ωB97M-V functional and the def2-TZVPD basis

Geometry (Å):
C: -1.92240 -0.01460 -0.86758
C: -0.91504 -0.29971 0.23750
N: -0.18991 1.47608 0.89694
C: -1.41668 -1.06826 1.28388
H: -0.46365 1.31329 1.86324
H: -0.66909 2.14333 0.29035
H: -2.49443 -0.90699 -1.13047
H: -2.63605 0.75045 -0.55103
H: -1.53327 0.35824 -1.81642
H: -2.46789 -1.32683 1.33732
H: -0.83918 -1.22773 2.18839
C: 0.59769 -0.46021 -0.21002
N: 0.76912 -0.43736 -1.65088
N: 1.21925 -1.70063 0.21447
N: 1.99699 1.63931 -0.35940
C: 1.28673 0.77443 0.45941
H: 1.76615 -0.54747 -1.82809
H: 0.32035 -1.28107 -1.99867
H: 1.44872 -1.65082 1.20429
H: 0.49814 -2.42226 0.14020
H: 2.37264 2.45590 0.10120
H: 1.49689 1.83862 -1.21945
H: 1.77492 0.59428 1.41482

Calculated values
- 2S+1 = 1
- net charge = 0
- SMILES = C=C(C)C(N)(N)C(N)N
- highest occupied orbital energy (hartree) = -0.255

Most stable: arrangement a

Arrangement a

C11H14N2O | the ωB97M-V functional and the def2-TZVPD basis

Geometry (Å):
C: 2.01897 2.72897 -1.10710
C: -0.94614 1.99510 1.17559
C: -0.34857 1.16369 2.10504
C: -0.16797 2.52058 0.15369
C: 1.16544 2.18476 0.00246
C: 0.98726 0.83984 2.00940
C: 1.73822 1.34194 0.94989
O: -1.14200 0.64503 3.10410
H: -2.01787 2.12188 1.21960
H: -0.61297 3.27339 -0.48236
H: 1.47356 0.27922 2.80206
H: -0.63967 0.63242 3.94006
H: 2.41568 1.92846 -1.74533
H: 2.85281 3.34751 -0.77669
H: 2.75374 0.98467 0.81298
H: 1.43217 3.29719 -1.83483
C: -0.96344 -4.30926 -1.53350
C: -0.95958 -0.73400 -1.48791
C: -0.66603 -2.84818 -1.47854
C: 0.48860 -2.29313 -0.99110
N: -1.56645 -1.86127 -1.76404
N: 0.29068 -0.93752 -1.02288
H: -1.40305 0.24833 -1.51921
H: 0.91141 -0.18576 -0.77024
H: 1.38091 -2.74832 -0.58778
H: -1.96505 -4.53331 -1.15590
H: -0.23124 -4.88522 -0.97741
H: -0.96193 -4.68723 -2.56229

Calculated values
- 2S+1 = 1
- net charge = 0
- SMILES = Cc1ccc(O)cc1.Cc1c[nH]cn1
- highest occupied orbital energy (hartree) = -0.304

Arrangement b

C11H14N2O | the ωB97M-V functional and the def2-TZVPD basis

Geometry (Å):
C: 1.50220 -3.87451 0.48646
C: 0.88368 -3.13384 -1.83924
C: 0.72102 -3.17367 -0.53295
C: -0.93844 -1.79718 -1.07541
N: -0.24798 -2.30703 -2.22317
N: -0.26120 -2.36794 -0.06286
H: 1.76552 -3.34949 -2.43391
H: -0.38780 -2.06483 -3.22583
H: 2.61239 -3.66738 0.37053
H: 1.27519 -4.97022 0.50445
H: -1.73842 -1.23277 -0.99538
H: 1.14285 -3.68670 1.55747
C: -2.29379 1.78097 2.22540
C: -0.03320 1.53434 -0.86354
C: 0.92039 2.48124 -0.56678
C: -1.00161 1.28645 0.12851
C: -1.09045 2.11119 1.24835
C: 0.89720 3.31369 0.55468
C: -0.15826 3.13644 1.38462
O: 1.73253 2.73653 -1.70430
H: 0.01650 1.03875 -1.85180
H: -1.69668 0.43341 -0.00981
H: 1.50640 4.07305 0.80532
H: 2.68701 2.93024 -1.37254
H: -3.00867 1.19163 1.57807
H: -2.49402 2.74929 2.53647
H: -0.41071 3.79137 2.26507
H: -1.90167 1.03695 3.11212

Calculated values
- 2S+1 = 1
- net charge = 0
- SMILES = Cc1ccc(O)cc1.Cc1c[nH]cn1
- highest occupied orbital energy (hartree) = -0.311

Most stable: arrangement a

Arrangement a

C2H3BrFNO2 | the ωB97M-V functional and the def2-TZVPD basis

Geometry (Å):
C: -0.39578 2.58171 0.82671
C: -0.55034 -1.61542 0.02465
N: 0.70113 2.25401 0.61653
O: -0.78839 -0.61568 0.60820
O: 1.85971 1.96784 0.41583
F: -0.98661 -1.76676 -1.27112
Br: 3.66997 -0.80610 -0.16718
H: 3.30510 0.38540 0.22758
H: -1.40764 2.88366 0.98699
H: 0.03540 -2.49253 0.33266

Calculated values
- 2S+1 = 1
- net charge = 0
- SMILES = C#[N+][O-].O=CF.Br
- highest occupied orbital energy (hartree) = -0.378

Arrangement b

C2H3BrFNO2 | the ωB97M-V functional and the def2-TZVPD basis

Geometry (Å):
C: -0.51268 -0.93788 0.62089
C: -0.31130 0.09667 -0.42812
N: 1.26378 0.92176 -0.39292
O: 1.59789 1.34237 -1.44243
O: 1.67691 0.94594 0.74866
F: -0.37997 -0.33316 -1.71246
Br: -1.66990 1.52664 -0.18020
H: -1.14152 -0.53909 1.42206
H: -1.05538 -1.80298 0.33692
H: 0.53218 -1.22027 1.02760

Calculated values
- 2S+1 = 1
- net charge = 0
- SMILES = C[C@@](F)(Br)[N+](=O)[O-]
- highest occupied orbital energy (hartree) = -0.389

Arrangement c

C2H3BrFNO2 | the ωB97M-V functional and the def2-TZVPD basis

Geometry (Å):
C: -0.71811 0.96822 0.58297
C: -0.15158 -0.40171 -0.63522
N: 1.03277 -1.05544 0.00371
O: 0.69983 -2.07492 0.55146
O: 2.14310 -0.58074 -0.05304
F: -1.11430 -1.27451 -0.77349
Br: 0.37552 0.47361 -2.21239
H: -1.28557 1.78096 0.13739
H: -1.05801 0.55186 1.55720
H: 0.07634 1.61266 0.84140

Calculated values
- 2S+1 = 1
- net charge = 0
- highest occupied orbital energy (hartree) = -0.400

Most stable: arrangement a

Arrangement a

C13H15N3O3 | the ωB97M-V functional and the def2-TZVPD basis

Geometry (Å):
C: -0.21876 1.11836 -0.21678
C: -1.54954 1.91892 -0.27208
C: -0.66473 -0.35903 -0.69012
C: 0.52761 -1.21585 -1.20640
C: 1.00544 -1.09126 -2.45052
C: 1.39722 -1.97479 -0.39437
C: 2.55037 -2.30014 -1.17530
C: 1.23104 -2.33270 1.02296
C: 3.45464 -3.23470 -0.64650
C: 2.20565 -3.15150 1.55815
C: 3.23230 -3.62781 0.71915
C: -2.71374 3.70240 0.96672
C: -3.96255 3.08070 1.42226
H: 0.39429 0.42118 1.63696
H: 1.53363 1.20324 0.78283
H: 0.44288 1.48317 -1.04601
H: -1.16927 -0.71939 0.19247
H: -1.33752 -0.18673 -1.57008
H: 0.61181 -0.58967 -3.35873
H: 2.65540 -2.13925 -3.31626
H: 0.49646 -1.82499 1.61558
H: 4.34893 -3.50213 -1.12801
H: 2.04947 -3.49146 2.53208
H: 3.92436 -4.41909 1.10625
H: -0.78181 2.78279 1.37120
H: -2.50048 4.49300 1.64773
H: -2.82556 4.29587 -0.02057
H: -3.93727 2.12175 -0.23984
N: 0.49583 1.18088 0.97451
N: 2.30595 -1.70866 -2.42872
N: -1.60606 2.72687 0.74299
O: -2.45776 1.67491 -1.13815
O: -4.61784 3.53731 2.38822
O: -4.52041 2.12780 0.61837

Calculated values
- 2S+1 = 1
- net charge = 0
- SMILES = N[C@@H](Cc1c[nH]c2ccccc12)C(=O)NCC(=O)O
- highest occupied orbital energy (hartree) = -0.301

Arrangement b

C13H15N3O3 | the ωB97M-V functional and the def2-TZVPD basis

Geometry (Å):
C: 1.54100 1.46061 0.43524
C: 1.64512 0.54355 1.69486
C: 0.22629 2.16840 0.51764
C: -0.99726 1.28337 0.15861
C: -1.32046 0.15710 1.02560
C: -1.51777 0.95178 -1.18083
C: -2.31368 -0.25689 -1.00455
C: -1.20579 1.36208 -2.49449
C: -2.97603 -0.79366 -2.10754
C: -1.88234 0.77838 -3.61621
C: -2.76000 -0.22518 -3.41132
C: 2.52779 -1.52746 2.61023
C: 1.37193 -2.43379 2.34910
H: 1.23836 0.08509 -1.00418
H: 2.02077 1.36265 -1.52296
H: 2.27694 2.18865 0.68332
H: 0.25785 3.14872 -0.01361
H: 0.17619 2.37917 1.65506
H: -1.02510 -0.03292 2.11539
H: -2.53971 -1.49371 0.67266
H: -0.42926 2.10574 -2.81192
H: -3.66283 -1.63417 -2.07924
H: -1.43740 0.88569 -4.70016
H: -3.12357 -0.72199 -4.24282
H: 2.86726 -0.68220 0.66087
H: 3.46442 -2.16822 2.72458
H: 2.35676 -1.05189 3.63934
H: -0.09364 -2.73184 1.13297
N: 1.95747 0.75316 -0.77752
N: -2.05171 -0.75120 0.26187
N: 2.65859 -0.35795 1.65711
O: 0.91233 0.66136 2.64987
O: 1.14250 -3.33996 3.07136
O: 0.69495 -2.07246 1.25165

Calculated values
- 2S+1 = 1
- net charge = 0
- SMILES = N[C@@H](Cc1c[nH]c2ccccc12)C(=O)NCC(=O)O
- highest occupied orbital energy (hartree) = -0.285

Most stable: arrangement a

Arrangement a

C4H3I | the ωB97M-V functional and the def2-TZVPD basis

Geometry (Å):
C: 0.84798 -0.94746 0.65277
C: -0.53616 -0.28470 1.05138
C: 0.70850 0.02861 -0.29366
C: -0.77937 0.10378 -0.35038
I: -1.75600 2.07190 -0.43328
H: 1.73020 -1.34342 1.13175
H: 1.22384 0.80667 -0.64308
H: -1.43898 -0.43538 -1.11550

Calculated values
- 2S+1 = 1
- net charge = 0
- SMILES = I[C@@H]1C2=C[C@H]21
- highest occupied orbital energy (hartree) = -0.331

Arrangement b

C4H3I | the ωB97M-V functional and the def2-TZVPD basis

Geometry (Å):
C: 1.42003 -0.53302 0.19081
C: 2.46618 -0.01137 -0.03903
C: -1.81695 0.45446 0.07407
C: -1.14442 -0.63751 -0.10618
I: 4.36710 0.64229 -0.13859
H: -2.83058 0.44179 -0.03321
H: -1.28003 1.21234 0.48792
H: -1.18133 -1.56897 -0.43579

Calculated values
- 2S+1 = 1
- net charge = 0
- highest occupied orbital energy (spin up / spin down) (hartree) = -0.324 / -0.324

Most stable: arrangement a

Arrangement a

C3H6IN2O | the ωB97M-V functional and the def2-TZVPD basis

Geometry (Å):
C: 1.23411 0.01403 0.80437
C: -0.39922 0.94763 -0.19216
C: -0.73578 -1.31813 0.63396
N: -0.05988 -0.24407 0.39854
N: 1.62415 1.26584 0.53695
O: 0.66763 1.84330 -0.25705
I: -2.27769 1.70372 -0.19445
H: 1.73981 -0.56435 1.57517
H: -0.99620 -0.69332 -2.49262
H: -0.32859 -2.03110 1.35748
H: -1.78261 -1.47847 0.39570
H: -1.20430 -1.15570 -3.08338
H: 2.51857 1.71063 0.51749

Calculated values
- 2S+1 = 1
- net charge = +1
- highest occupied orbital energy (spin up / spin down) (hartree) = -0.446 / -0.453

Arrangement b

C3H6IN2O | the ωB97M-V functional and the def2-TZVPD basis

Geometry (Å):
C: 2.60507 -0.88418 0.18272
C: -0.56213 0.11359 -0.53716
C: 0.57611 0.42808 0.46128
N: 4.58209 -2.56250 -0.13306
N: 1.37529 -0.78224 0.47472
O: 5.35549 -1.75238 -0.26243
I: 3.89806 0.67112 0.03482
H: -1.27955 -0.72806 -0.12807
H: -1.25039 0.83425 -0.85532
H: -0.17206 -0.13044 -1.57460
H: 0.12958 0.64814 1.38325
H: 1.09520 1.22027 0.10331
H: 0.79191 -1.62001 0.73605

Calculated values
- 2S+1 = 1
- net charge = +1
- highest occupied orbital energy (spin up / spin down) (hartree) = -0.508 / -0.493

Most stable: arrangement b